No. 1
109
Properties=species:S:1:pos:R:3 method="wB97M-V/def2-TZVPD" de_lowest_kcal_mol=0.0 multiplicity=2 total_charge=0 s_squared=0.77 lumo_ev="-1.15 / -2.78"
In 1.652 0.642 -0.729
C 4.899 -1.348 -3.113
O 5.565 -0.166 -3.607
C 5.342 1.058 -3.169
C 6.070 2.060 -3.795
C 5.908 3.378 -3.425
C 5.012 3.742 -2.405
C 4.252 2.805 -1.757
C 3.395 3.271 -0.680
N 2.528 2.552 -0.073
N 1.866 3.088 0.982
C 1.280 2.125 1.686
O 1.380 0.860 1.457
C 0.503 2.583 2.864
C 0.280 1.708 3.920
C -0.446 2.125 5.026
C -0.957 3.415 5.075
C -0.733 4.291 4.020
C -0.001 3.880 2.917
C 4.395 1.400 -2.113
O 3.761 0.478 -1.540
H 5.343 -2.166 -3.671
H 3.831 -1.301 -3.307
H 5.078 -1.486 -2.050
H 6.756 1.773 -4.582
H 6.481 4.142 -3.937
H 4.896 4.781 -2.127
H 3.535 4.290 -0.329
H 0.683 0.706 3.862
H -0.611 1.445 5.852
H -1.532 3.738 5.935
H -1.129 5.299 4.059
H 0.194 4.552 2.092
C -5.643 1.540 1.065
C -4.214 1.420 0.590
C -3.531 2.502 0.073
C -2.202 2.422 -0.370
C -1.501 3.624 -0.926
O -0.438 3.591 -1.513
C -2.158 4.977 -0.790
C -2.646 5.466 0.418
C -3.231 6.723 0.480
C -3.351 7.493 -0.671
C -2.861 7.011 -1.877
C -2.256 5.763 -1.934
C -1.557 1.159 -0.343
O -0.381 1.002 -0.887
C -2.249 0.046 0.203
C -3.542 0.198 0.663
C -1.566 -1.296 0.199
N -1.324 -1.962 -0.859
C -1.827 -1.519 -2.145
C -2.334 -2.691 -2.968
Te -4.068 -3.633 -2.127
C -3.059 -4.871 -0.742
C -2.018 -5.701 -1.151
C -1.409 -6.559 -0.244
C -1.841 -6.603 1.076
C -2.875 -5.774 1.488
C -3.481 -4.908 0.584
C -1.128 -1.908 1.496
C -1.443 -1.347 2.730
C -1.036 -1.960 3.911
C -0.288 -3.127 3.876
C 0.038 -3.688 2.646
C -0.386 -3.090 1.472
H -6.065 2.508 0.796
H -5.704 1.438 2.152
H -6.273 0.761 0.630
H -4.058 3.444 -0.015
H -2.564 4.860 1.313
H -3.605 7.098 1.426
H -3.823 8.467 -0.626
H -2.948 7.608 -2.777
H -1.857 5.382 -2.866
H -4.069 -0.672 1.047
H -1.008 -1.054 -2.698
H -2.611 -0.766 -2.057
H -1.573 -3.463 -3.092
H -2.636 -2.337 -3.956
H -1.689 -5.692 -2.184
H -0.603 -7.205 -0.576
H -1.375 -7.279 1.782
H -3.208 -5.793 2.519
H -4.284 -4.259 0.914
H -2.000 -0.421 2.781
H -1.297 -1.510 4.861
H 0.033 -3.596 4.798
H 0.611 -4.610 2.604
H -0.175 -3.544 0.510
Cl 1.602 -0.629 -4.364
Ge 1.034 1.343 -3.327
Cl 2.320 2.723 -4.481
Cl -0.919 1.608 -4.249
N 3.346 -5.917 1.527
C 3.250 -5.566 0.237
S 3.614 -6.592 -0.995
C 2.812 -4.154 -0.001
C 3.132 -3.142 0.899
C 2.734 -1.850 0.628
N 2.031 -1.542 -0.472
C 1.713 -2.509 -1.343
C 2.094 -3.819 -1.142
H 3.644 -6.852 1.747
H 3.041 -5.315 2.273
H 3.708 -3.339 1.793
H 2.960 -1.036 1.306
H 1.155 -2.214 -2.220
H 1.840 -4.585 -1.861


No. 2
55
Properties=species:S:1:pos:R:3 method="wB97M-V/def2-TZVPD" de_lowest_kcal_mol=30.9 multiplicity=6 total_charge=+4 s_squared=8.77 lumo_ev="-15.64 / -16.46"
Ru -0.480 -0.392 0.479
C -1.369 2.721 -2.753
C -1.694 1.085 -2.255
C -1.755 0.470 -3.711
C -2.980 1.066 -1.490
O -0.619 0.666 -1.545
Ge 1.012 -0.456 -2.146
O -0.009 -1.590 -0.890
C 0.341 -3.016 -0.324
C 0.336 -2.742 1.177
C 1.706 -3.371 -0.856
C -0.765 -3.928 -0.779
O 1.611 0.285 -0.308
C 2.513 1.272 -0.102
C 2.136 2.268 0.970
C 3.922 0.388 0.617
C 3.152 1.822 -1.370
H -2.280 2.995 -3.277
H -0.489 2.746 -3.386
H -1.240 3.200 -1.785
H -2.618 0.885 -4.225
H -1.905 -0.600 -3.522
H -0.856 0.653 -4.296
H -3.818 1.395 -2.104
H -2.936 1.721 -0.616
H -3.190 0.033 -1.187
H 1.152 -2.076 1.491
H 0.484 -3.655 1.764
H -0.666 -2.422 1.552
H 2.467 -2.629 -0.594
H 1.685 -3.531 -1.936
H 2.029 -4.313 -0.407
H -1.747 -3.600 -0.436
H -0.586 -4.921 -0.359
H -0.779 -4.031 -1.863
H 2.222 1.869 1.981
H 1.106 2.594 0.795
H 2.791 3.137 0.911
H 3.505 -0.120 1.479
H 4.559 1.239 0.846
H 4.287 -0.257 -0.174
H 2.392 2.443 -1.861
H 3.506 1.041 -2.044
H 3.994 2.470 -1.134
C -2.305 0.908 4.653
C -0.916 0.853 4.501
C -0.388 0.557 3.272
N -1.186 0.322 2.189
C -2.544 0.371 2.342
C -3.124 0.658 3.550
H -2.741 1.138 5.618
H -0.258 1.035 5.341
H 0.681 0.485 3.113
H -3.143 0.171 1.459
H -4.203 0.689 3.635